ORCA calculation (wB97M-V/def2-TZVPD) on a molecular structure, C56H53BrClF6GeN3O5SSeSn.

```
129
C56H53BrClF6GeN3O5SSeSn, DFT wB97M-V/def2-TZVPD
Sn -0.09 0.59 -2.37
F -2.58 -2.45 3.24
C -1.65 -1.46 3.36
C -1.18 -0.85 2.23
C -0.28 0.21 2.31
C 0.04 0.90 1.07
O -0.24 0.39 -0.02
C 0.56 2.23 1.29
C 1.07 2.55 2.51
N 1.02 1.76 3.62
C 1.70 2.29 4.77
C 1.04 2.60 6.08
C 2.11 1.54 6.00
C 0.17 0.66 3.58
C -0.32 0.01 4.71
C -1.24 -1.05 4.63
N -1.68 -1.63 5.85
C -2.14 -2.99 5.90
C -3.66 -3.13 5.77
N -4.31 -2.27 6.80
C -3.87 -0.85 6.65
C -2.34 -0.80 6.82
C 0.33 3.36 0.36
O 0.66 4.49 0.66
O -0.37 3.03 -0.72
H -1.53 -1.14 1.25
H 1.50 3.54 2.64
H 2.43 3.02 4.44
H 0.01 2.30 6.22
H 1.28 3.54 6.56
H 1.86 0.50 6.11
H 3.08 1.78 6.41
H -0.03 0.30 5.70
H -1.82 -3.41 6.86
H -1.66 -3.57 5.11
H -3.96 -4.17 5.93
H -4.00 -2.81 4.79
H -4.02 -2.60 7.73
H -5.33 -2.34 6.74
H -4.37 -0.23 7.39
H -4.14 -0.52 5.64
H -2.08 -1.14 7.83
H -2.01 0.23 6.71
C 6.99 0.54 0.92
C 6.56 1.31 -0.16
C 5.24 1.28 -0.55
C 4.31 0.48 0.12
C 4.74 -0.26 1.22
C 6.07 -0.24 1.61
C 2.91 0.39 -0.31
C 2.41 0.66 -1.51
C 3.07 1.08 -2.71
C 3.09 2.43 -3.08
C 3.68 2.83 -4.26
C 4.26 1.89 -5.11
C 4.23 0.55 -4.77
C 3.63 0.14 -3.59
H 8.03 0.56 1.21
H 7.26 1.93 -0.69
H 4.92 1.88 -1.38
H 4.04 -0.86 1.77
H 6.39 -0.83 2.45
H 2.24 0.03 0.47
H 2.64 3.15 -2.42
H 3.71 3.88 -4.52
H 4.72 2.20 -6.03
H 4.67 -0.18 -5.42
H 3.61 -0.91 -3.32
Cl 0.57 9.71 -1.45
C 0.06 8.05 -1.39
C -1.07 7.72 -0.68
C -1.48 6.40 -0.64
C -0.77 5.41 -1.32
C -1.25 3.99 -1.31
C 0.36 5.77 -2.04
C 0.79 7.09 -2.07
H -1.64 8.48 -0.16
H -2.36 6.12 -0.07
H -1.39 3.64 -2.33
H -2.21 3.91 -0.78
H 0.91 5.02 -2.58
H 1.67 7.35 -2.63
Br -1.07 -4.17 -5.33
C -2.56 -3.45 -4.38
C -3.81 -4.01 -4.56
C -4.88 -3.48 -3.85
C -4.69 -2.41 -2.99
C -3.42 -1.86 -2.82
C -2.35 -2.39 -3.51
C -3.20 -0.74 -1.81
O -3.82 -0.77 -0.75
O -2.36 0.14 -2.17
H -3.95 -4.84 -5.24
H -5.86 -3.93 -3.95
H -5.53 -1.99 -2.46
H -1.35 -1.99 -3.37
C -1.98 -6.87 0.04
Ge -1.56 -4.93 0.15
C -0.62 -4.59 1.88
C -3.25 -3.92 0.05
C -0.29 -4.49 -1.33
Se 0.54 -2.70 -1.19
C 2.24 -3.21 -0.39
H -2.72 -7.14 0.79
H -1.10 -7.49 0.21
H -2.39 -7.12 -0.94
H -1.28 -4.77 2.72
H -0.29 -3.55 1.91
H 0.26 -5.23 1.98
H -3.85 -4.11 0.94
H -3.82 -4.23 -0.82
H -3.09 -2.85 -0.02
H -0.80 -4.51 -2.29
H 0.52 -5.22 -1.37
H 2.09 -3.57 0.63
H 2.85 -2.30 -0.38
H 2.72 -3.97 -0.99
F 0.11 0.36 -9.55
C 0.11 0.89 -8.32
C 0.69 2.14 -8.07
F 1.27 2.79 -9.09
C 0.68 2.69 -6.80
F 1.24 3.89 -6.62
C 0.09 2.03 -5.71
S 0.03 2.75 -4.16
C -0.48 0.78 -5.99
F -1.06 0.08 -5.00
C -0.47 0.22 -7.25
F -1.04 -0.98 -7.44
```

Gap between HOMO and LUMO in eV: 3.26
Energy above the lowest of the compared OMol25 structures with the same formula, charge and spin in eV: 0.045
Molar mass in g mol⁻¹: 1379.7
Highest occupied orbital energy in eV: -5.27
Electronic energy in hartree: -11430.284192

=====

ORCA calculation (wB97M-V/def2-TZVPD) on C6H9NO in the gas phase.

```
17
C6H9NO, DFT wB97M-V/def2-TZVPD
C -1.02 2.33 -0.07
C -0.33 0.95 -0.11
C 0.86 0.86 -1.03
O 1.20 1.79 -1.75
C -0.79 -0.07 0.67
N -0.42 -1.41 0.86
C 0.08 -2.22 -0.22
C 0.99 -1.80 0.83
H -0.29 3.11 0.22
H -1.87 2.35 0.63
H -1.24 2.54 -1.14
H 1.41 -0.14 -0.94
H -1.63 0.27 1.26
H 0.18 -1.75 -1.20
H -0.27 -3.26 -0.28
H 1.36 -2.48 1.60
H 1.79 -1.06 0.69
```

Gap between HOMO and LUMO in eV: 9.80
Energy above the lowest of the compared OMol25 structures with the same formula, charge and spin in eV: 2.804
Molar mass in g mol⁻¹: 111.1
Structure (SMILES): C/C(C=O)=C/N1CC1
Highest occupied orbital energy in eV: -9.58
Electronic energy in hartree: -363.921213

=====

ORCA calculation (wB97M-V/def2-TZVPD) on 10 unconnected molecules or ions with the total composition C45H59N11O4S2.

```
121
C45H59N11O4S2, DFT wB97M-V/def2-TZVPD
C -1.39 -4.11 4.08
C -1.84 -3.25 2.91
N -1.69 -3.65 1.70
C -2.53 -1.94 3.20
C -1.61 -0.68 3.18
C -0.91 -0.65 1.79
C 0.50 -1.24 1.69
C 1.63 -0.20 1.70
S 3.09 -0.69 2.66
C -0.59 -0.72 4.38
O 0.41 0.01 4.22
O -0.87 -1.46 5.33
N -2.54 0.49 3.25
S -1.61 1.98 3.16
C -3.47 0.53 4.46
O -4.47 -0.19 4.32
O -3.16 1.29 5.37
H -0.30 -4.20 4.08
H -1.72 -3.69 5.03
H -1.83 -5.10 3.95
H -1.23 -4.56 1.70
H -3.32 -1.78 2.47
H -2.99 -2.00 4.18
H -0.90 0.36 1.38
H -1.54 -1.24 1.12
H 0.57 -1.77 0.74
H 0.67 -1.99 2.47
H 1.99 -0.05 0.68
H 1.30 0.76 2.10
H 2.79 -1.94 3.00
H -2.69 2.76 3.02
N 6.38 0.28 2.73
C 7.52 -0.25 2.20
C 8.58 0.52 2.61
C 8.04 1.56 3.43
C 6.68 1.38 3.48
H 5.45 -0.09 2.59
H 7.49 -1.12 1.57
H 9.61 0.37 2.36
H 8.59 2.34 3.92
H 5.91 1.93 3.99
N -3.87 2.77 0.42
C -3.69 3.82 -0.43
C -4.91 4.40 -0.65
C -5.87 3.66 0.08
C -5.19 2.66 0.73
H -3.15 2.16 0.77
H -2.71 4.07 -0.80
H -5.10 5.26 -1.28
H -6.93 3.83 0.13
H -5.52 1.87 1.39
N 5.39 -3.05 4.93
C 4.07 -3.21 5.26
C 3.95 -4.35 6.01
C 5.26 -4.90 6.13
C 6.12 -4.08 5.45
H 5.76 -2.29 4.39
H 3.33 -2.49 4.95
H 3.04 -4.73 6.42
H 5.53 -5.80 6.66
H 7.19 -4.14 5.30
N 3.53 -3.01 -0.05
C 4.75 -3.36 -0.53
C 4.58 -4.39 -1.42
C 3.18 -4.65 -1.47
C 2.56 -3.78 -0.61
H 3.36 -2.28 0.63
H 5.64 -2.86 -0.19
H 5.36 -4.90 -1.97
H 2.68 -5.41 -2.06
H 1.53 -3.65 -0.36
N -8.03 1.62 2.49
C -9.37 1.35 2.41
C -9.61 0.23 3.17
C -8.36 -0.18 3.72
C -7.40 0.71 3.28
H -7.58 2.39 2.02
H -10.04 1.97 1.83
H -10.56 -0.24 3.31
H -8.17 -1.01 4.36
H -6.34 0.75 3.49
N 3.59 -5.97 -4.71
C 3.24 -7.28 -4.58
C 3.61 -7.93 -5.73
C 4.21 -6.96 -6.59
C 4.18 -5.76 -5.92
H 3.43 -5.26 -4.01
H 2.77 -7.65 -3.69
H 3.47 -8.97 -5.94
H 4.61 -7.12 -7.57
H 4.52 -4.78 -6.21
N -6.69 6.79 -3.21
C -6.22 6.29 -4.39
C -7.23 5.58 -4.98
C -8.36 5.65 -4.12
C -7.99 6.40 -3.04
H -6.16 7.34 -2.57
H -5.21 6.47 -4.71
H -7.17 5.05 -5.92
H -9.32 5.20 -4.27
H -8.54 6.69 -2.16
N -5.52 7.68 -7.71
C -4.35 8.11 -7.16
C -3.61 8.71 -8.14
C -4.37 8.65 -9.34
C -5.55 8.01 -9.04
H -6.25 7.20 -7.21
H -4.14 7.95 -6.11
H -2.63 9.15 -8.02
H -4.09 9.02 -10.31
H -6.39 7.75 -9.65
N 7.48 -1.51 -2.02
C 7.77 -0.28 -1.50
C 8.92 0.16 -2.09
C 9.34 -0.85 -3.01
C 8.43 -1.87 -2.94
H 6.68 -2.07 -1.76
H 7.13 0.17 -0.76
H 9.41 1.10 -1.89
H 10.21 -0.83 -3.64
H 8.37 -2.81 -3.46
```

Gap between HOMO and LUMO in eV: 4.99
Molar mass in g mol⁻¹: 882.2
Charge: -2
Highest occupied orbital energy in eV: -1.97
Electronic energy in hartree: -3449.775494

=====

ORCA calculation (wB97M-V/def2-TZVPD) on C3H2ClNO in the gas phase.

```
8
C3H2ClNO, DFT wB97M-V/def2-TZVPD
C 0.62 -0.36 0.65
C -1.30 -0.17 -0.64
C 1.31 0.51 0.01
N -0.92 0.65 -1.45
O -0.71 -0.67 0.55
Cl 2.69 1.21 -0.52
H 0.69 -0.70 1.70
H -2.38 -0.46 -0.31
```

Gap between HOMO and LUMO in eV: 7.38
Energy above the lowest of the compared OMol25 structures with the same formula, charge and spin in eV: 5.301
Molar mass in g mol⁻¹: 103.5
Highest occupied orbital energy in eV: -9.00
Electronic energy in hartree: -705.489299

=====

ORCA calculation (wB97M-V/def2-TZVPD) on a gas-phase ion, C4H9NO2 (charge +1).

```
16
C4H9NO2, DFT wB97M-V/def2-TZVPD
C 0.24 0.02 0.38
C 0.83 -1.36 0.25
C 0.74 -2.27 1.50
O 0.31 -1.95 2.56
N -0.30 0.45 -0.89
C -1.16 1.61 -1.02
O -0.34 2.72 -1.23
H -0.60 -0.04 1.07
H 0.88 0.77 0.88
H 1.81 -1.49 -0.21
H 0.07 -1.94 -0.30
H 1.02 -3.30 1.23
H 0.41 0.42 -1.63
H -1.70 1.47 -1.97
H -1.86 1.67 -0.19
H -0.36 3.22 -0.42
```

Spin multiplicity: 2
Gap between HOMO and LUMO (spin up / spin down) in eV: 10.84 / 5.43
Energy above the lowest of the compared OMol25 structures with the same formula, charge and spin in eV: 2.135
Molar mass in g mol⁻¹: 103.1
Charge: +1
Highest occupied orbital energy (spin up / spin down) in eV: -14.03 / -13.97
Electronic energy in hartree: -362.681530
⟨S²⟩: 0.755

=====

ORCA calculation (wB97M-V/def2-TZVPD) on a molecular structure, C29H36BiN5O4S2.

```
77
C29H36BiN5O4S2, DFT wB97M-V/def2-TZVPD
Bi -1.05 0.28 0.86
N -0.86 2.84 0.53
C -0.48 3.11 -0.85
C -1.15 2.14 -1.79
O -1.35 2.61 -2.96
N -1.52 0.92 -1.39
C -2.75 0.37 -1.94
C -3.81 0.39 -0.80
O -4.99 0.43 -1.12
O -3.34 0.30 0.45
H -0.19 3.08 1.27
H -1.73 3.30 0.89
H -0.82 4.19 -1.14
H 0.63 3.09 -1.02
H -3.05 1.07 -2.74
H -2.68 -0.69 -2.40
S -1.59 -1.47 5.39
C -3.27 -1.48 4.90
C -4.31 -2.32 5.29
C -5.52 -2.29 4.59
C -5.76 -1.39 3.56
C -4.82 -0.45 3.21
C -3.50 -0.57 3.79
N -2.36 0.06 3.36
C -1.34 -0.23 4.18
C 0.02 0.39 4.07
C 0.85 0.48 5.16
C 1.99 1.28 5.05
C 2.28 1.99 3.91
C 1.47 1.80 2.77
C 0.37 0.90 2.81
H -4.27 -2.90 6.21
H -6.24 -3.07 4.88
H -6.74 -1.40 3.10
H -5.05 0.40 2.50
H 0.57 -0.07 6.07
H 2.71 1.25 5.90
H 3.01 2.85 3.90
H 1.75 2.30 1.82
N -2.02 -2.16 0.88
C -1.09 -3.30 0.99
C -0.23 -3.42 -0.30
C 1.31 -3.33 -0.17
C 1.89 -1.95 0.23
N 1.10 -0.78 -0.31
H -2.53 -2.06 1.74
H -2.59 -2.23 0.06
H -1.70 -4.20 1.11
H -0.53 -3.17 1.91
H -0.54 -2.79 -1.14
H -0.46 -4.41 -0.65
H 1.81 -3.70 -1.12
H 1.61 -4.04 0.63
H 2.92 -1.97 -0.19
H 1.99 -1.82 1.32
H 0.87 -1.02 -1.31
H 1.76 0.03 -0.35
C 5.39 3.66 -3.99
C 4.38 2.61 -4.07
C 3.00 3.00 -4.02
C 1.98 2.06 -4.08
C 2.31 0.72 -4.01
C 3.66 0.31 -4.02
C 4.63 1.24 -3.97
S 1.10 -0.52 -4.29
C 1.90 -1.73 -5.44
O 0.66 -1.32 -3.09
H 5.05 4.62 -4.33
H 6.31 3.43 -4.48
H 5.57 3.96 -2.94
H 2.79 4.09 -4.00
H 0.97 2.51 -4.18
H 3.92 -0.71 -3.97
H 5.68 0.89 -3.84
H 2.12 -2.63 -4.87
H 2.74 -1.28 -5.92
H 1.13 -2.04 -6.13
```

Gap between HOMO and LUMO in eV: 6.94
Energy above the lowest of the compared OMol25 structures with the same formula, charge and spin in eV: 2.993
Molar mass in g mol⁻¹: 791.8
Highest occupied orbital energy in eV: -6.92
Electronic energy in hartree: -2712.289742

=====

ORCA calculation (wB97M-V/def2-TZVPD) on 9 unconnected molecules or ions with the total composition C29H48Cl16NO4P.

```
99
C29H48Cl16NO4P, DFT wB97M-V/def2-TZVPD
C -4.43 1.94 1.21
C -3.34 2.96 0.85
C -2.95 2.90 -0.63
C -1.40 2.90 -0.79
C -0.92 3.32 -2.20
C -0.91 1.54 -0.32
C -0.27 1.53 0.90
C 0.21 0.41 1.50
C 0.01 -0.78 0.87
C -0.62 -0.81 -0.36
C -1.08 0.32 -0.99
P -1.91 0.26 -2.65
O -0.66 0.31 -3.74
O -2.54 -1.24 -2.86
C -0.65 -2.28 -0.76
O -0.70 -2.84 -1.82
N -0.54 -2.94 0.50
C 0.37 -2.19 1.25
O 1.25 -2.61 1.98
H -4.15 0.93 0.89
H -5.38 2.25 0.77
H -4.49 1.89 2.30
H -2.48 2.71 1.48
H -3.64 3.98 1.14
H -3.31 1.95 -1.05
H -3.42 3.69 -1.22
H -1.04 3.65 -0.09
H -1.78 3.75 -2.72
H -0.17 4.10 -2.16
H -0.56 2.50 -2.81
H -0.13 2.48 1.41
H 0.72 0.42 2.46
H 0.16 0.39 -3.23
H -1.89 -1.76 -3.35
H -0.42 -3.94 0.48
Cl -0.88 6.56 0.45
C -1.95 7.32 -0.76
C -3.34 7.54 -0.23
Cl -4.21 6.01 0.03
H -1.96 6.68 -1.64
H -1.50 8.28 -1.03
H -3.92 8.12 -0.95
H -3.33 8.08 0.71
Cl 1.07 -7.66 -2.54
C 1.71 -6.83 -1.09
C 0.86 -7.10 0.13
Cl -0.74 -6.33 0.01
H 1.77 -5.77 -1.31
H 2.72 -7.20 -0.93
H 1.35 -6.69 1.01
H 0.71 -8.17 0.28
Cl -2.49 -6.37 4.61
C -2.60 -5.46 3.09
C -2.45 -3.97 3.31
Cl -3.84 -3.27 4.18
H -3.56 -5.69 2.62
H -1.80 -5.82 2.44
H -2.39 -3.46 2.35
H -1.54 -3.75 3.87
Cl 2.27 2.07 -1.49
C 3.28 2.18 -2.95
C 2.96 3.38 -3.80
Cl 1.35 3.25 -4.56
H 3.16 1.25 -3.51
H 4.32 2.24 -2.62
H 3.68 3.46 -4.60
H 2.98 4.30 -3.22
Cl -3.97 1.01 4.53
C -4.78 -0.18 5.59
C -6.05 -0.71 4.97
Cl -7.33 0.54 4.88
H -4.97 0.30 6.54
H -4.08 -0.99 5.74
H -6.44 -1.52 5.58
H -5.88 -1.09 3.97
Cl 4.70 -5.65 -2.33
C 4.20 -6.24 -3.94
C 5.36 -6.74 -4.75
Cl 6.45 -5.42 -5.25
H 3.67 -5.44 -4.45
H 3.49 -7.05 -3.77
H 5.00 -7.21 -5.66
H 5.95 -7.47 -4.20
Cl 1.20 -4.12 5.13
C 2.48 -2.94 4.77
C 2.85 -2.11 5.98
Cl 1.54 -1.00 6.46
H 2.14 -2.31 3.95
H 3.35 -3.50 4.43
H 3.72 -1.50 5.75
H 3.09 -2.74 6.83
Cl 5.71 4.90 -4.24
C 6.32 6.45 -3.60
C 5.22 7.45 -3.40
Cl 4.53 8.01 -4.95
H 7.08 6.81 -4.28
H 6.80 6.23 -2.64
H 5.61 8.33 -2.89
H 4.40 7.04 -2.81
```

Gap between HOMO and LUMO in eV: 8.13
Molar mass in g mol⁻¹: 1072.9
Structure (SMILES): CCC[C@H](C)c1ccc2c(c1P(O)O)C(=O)NC2=O.ClCCCl.ClCCCl.ClCCCl.ClCCCl.ClCCCl.ClCCCl.ClCCCl.ClCCCl
Highest occupied orbital energy in eV: -8.24
Electronic energy in hartree: -9194.052760